A 10-piece molecular cluster, C15H46ClFN2O13P overall at a distorted geometry, computed with ωB97M-V/def2-TZVPD.

Last column: Löwdin charge in e.
Geometry (Å):
C: 6.27543 0.21495 1.10766  -0.051
C: 5.93713 -1.41883 1.05726  -0.317
O: 6.57793 -2.31859 1.81207  -0.054
N: 4.79695 -1.89603 0.13385  -0.049
C: 3.54019 -1.55922 0.90483  -0.236
C: 2.15059 -1.65009 -0.02211  -0.180
C: 0.90801 -1.56261 1.03963  -0.191
C: -0.59119 -1.41760 0.31045  -0.149
C: -1.46513 -0.13709 0.94394  -0.370
C: -0.62570 1.18632 0.56198  -0.174
C: -0.07220 2.15529 1.72865  -0.155
C: 0.52002 3.61358 1.16154  -0.382
C: 0.84111 3.60909 -0.44422  -0.140
C: 1.87185 4.11420 1.94131  -0.138
C: -1.61966 -0.51942 2.53415  -0.375
O: -1.83242 0.29282 3.56512  -0.135
O: -1.64432 -1.97627 2.90572  -0.259
N: -2.85755 -0.01454 0.43674  -0.310
C: -3.67580 1.08057 1.06171  -0.199
C: -4.88913 0.44171 1.98359  -0.091
F: -5.93750 -0.01956 1.03936  -0.168
P: -3.19711 -0.35111 -1.24241  0.716
O: -3.07114 -2.10042 -1.56119  -0.391
Cl: -1.70053 0.45311 -2.59271  0.178
H: 5.67844 0.67881 2.01876  0.095
H: 5.81819 0.71125 0.13595  0.087
H: 7.44440 0.41479 1.20664  0.082
H: 4.82861 -1.30240 -0.73637  0.102
H: 3.58105 -0.47897 1.37356  0.116
H: 3.47024 -2.33404 1.80367  0.146
H: 2.09588 -0.70208 -0.73932  0.114
H: 2.11156 -2.66031 -0.62650  0.109
H: 0.88302 -2.55845 1.67229  0.126
H: 1.12384 -0.67753 1.77826  0.111
H: -1.20548 -2.43951 0.38029  0.127
H: -0.34984 -1.28474 -0.82962  0.071
H: -1.30457 1.85401 -0.15937  0.099
H: 0.30821 0.89182 -0.12240  0.104
H: -0.97984 2.47591 2.43506  0.108
H: 0.79373 1.62067 2.30567  0.115
H: -0.30490 4.45765 1.34072  0.135
H: 1.51133 2.70713 -0.77104  0.078
H: -0.13737 3.70285 -1.11442  0.088
H: 1.45766 4.60389 -0.66848  0.081
H: 1.83129 3.88357 3.09026  0.082
H: 2.83143 3.62557 1.43689  0.082
H: 1.96150 5.28490 1.73039  0.082
H: -4.09057 1.83402 0.23323  0.110
H: -3.05250 1.77843 1.80331  0.137
H: -4.44204 -0.49733 2.52952  0.136
H: -5.30303 1.19432 2.78163  0.129
H: -3.47679 -2.30297 -2.46697  0.003
O: -4.97962 -2.80905 -3.65013  -0.064
H: -5.70777 -3.02249 -3.04746  0.074
H: -5.02511 -3.50144 -4.32652  0.059
O: 8.28399 2.30536 2.42417  -0.071
H: 9.06826 2.85878 2.29151  0.041
H: 8.33525 2.04652 3.35657  0.047
O: -1.97962 2.97963 5.38946  -0.084
H: -2.70777 2.76620 5.99213  0.030
H: -2.02511 2.28724 4.71307  -0.008
O: 1.32038 1.13045 -3.84168  -0.101
H: 0.59223 0.91702 -3.23902  -0.074
H: 1.27489 0.43806 -4.51808  0.032
O: -6.61977 -2.83604 0.53373  -0.077
H: -7.49673 -2.59266 0.86640  0.031
H: -6.09600 -2.02796 0.64172  0.002
O: 2.76215 -3.78348 -3.14741  -0.058
H: 3.26184 -3.18790 -2.56900  0.030
H: 3.28582 -4.59880 -3.15228  0.052
O: -4.87067 3.05027 -1.83220  -0.086
H: -4.46937 2.65433 -2.62033  0.028
H: -5.65015 2.49951 -1.66472  0.036
O: -2.63891 -3.41702 -5.28425  -0.062
H: -1.82653 -3.30475 -4.76811  0.037
H: -3.32476 -3.01248 -4.73203  -0.016
O: 0.96215 -4.10703 -5.52588  -0.071
H: 1.46184 -3.51145 -4.94748  0.006
H: 1.48582 -4.92235 -5.53075  0.032

M = 547.96 Da
Total energy = -70422.6061 eV
Net charge = -1